This record from the OMol25 dataset describes a cluster of 2 separate species, C3H9NO2 in total. The level of theory is ωB97M-V/def2-TZVPD.

Energy relative to the best compared isomer or geometry (same formula, charge and spin): 0.890 eV
DFT total energy: -8842.065 eV
LUMO level: 0.75 eV
HOMO: -0.334 Eh
Structure (SMILES): CC(=O)O.CN
Net charge: 0
Frontier orbital gap: 9.8473 eV
Molar mass: 91.11 Da

Each line ends with the Löwdin charge.
CARTESIAN COORDINATES (ANGSTROEM)
H (-1.36408, -0.00808, 0.60838)  0.097
H (-0.66662, 2.36310, -2.15220)  0.094
O (-1.61335, 0.50827, -0.17882)  0.089
H (-2.01057, 1.28029, -2.44432)  0.082
C (-0.53488, 0.65891, -0.98469)  -0.562
O (0.56471, 0.30429, -0.66702)  0.091
H (1.03293, -1.96079, 0.56613)  0.045
N (1.49500, -1.73712, 1.43748)  -0.054
H (0.85701, 0.22511, 1.53897)  0.042
C (0.78795, -0.67259, 2.14241)  -0.215
H (1.23426, -0.55818, 3.12633)  0.072
H (-0.30744, -0.77212, 2.27121)  0.058
H (-0.44138, 0.78144, -3.07547)  0.091
C (-0.93913, 1.31866, -2.27452)  0.018
H (1.49954, -2.55849, 2.02990)  0.053